This record from the Open Molecules 2025 dataset describes a structure of composition C16H34NiO3P2S. The level of theory is ωB97M-V with the def2-TZVPD basis set.

Atoms and positions in Å:
P1 0.495 -1.922 0.990
P2 -0.086 1.619 1.397
C1 0.152 -0.667 -0.320
C2 0.533 0.799 -0.103
H1 -0.899 -0.776 -0.626
H2 0.749 -1.061 -1.146
H3 1.615 0.965 -0.198
H4 0.068 1.410 -0.873
C3 -1.728 2.293 1.117
H5 -1.877 3.121 1.818
H6 -2.486 1.528 1.310
H7 -1.795 2.642 0.080
C4 1.050 2.960 1.707
H8 0.837 3.754 0.980
H9 2.083 2.601 1.594
H10 0.857 3.289 2.735
C5 -0.689 -3.241 0.728
H11 -0.632 -3.913 1.597
H12 -0.388 -3.763 -0.195
H13 -1.706 -2.829 0.635
C6 2.115 -2.607 0.644
H14 2.868 -1.808 0.592
H15 2.034 -3.136 -0.319
H16 2.355 -3.306 1.457
Ni1 0.174 -0.302 2.211
C7 0.716 1.406 -2.983
C8 -0.631 1.513 -2.915
C9 -1.573 0.804 -3.845
C10 -1.197 -0.667 -4.184
C11 -0.404 -1.417 -3.149
C12 0.942 -1.554 -3.177
C13 1.869 -0.700 -3.999
C14 1.471 0.800 -4.129
C15 0.355 -1.864 3.322
H17 1.367 1.883 -2.240
H18 -1.110 2.274 -2.283
H19 -1.637 1.379 -4.787
H20 -2.596 0.819 -3.433
H21 -2.136 -1.233 -4.316
H22 -0.683 -0.678 -5.162
H23 -1.015 -1.943 -2.402
H24 1.429 -2.417 -2.696
H25 1.955 -1.134 -5.013
H26 2.892 -0.754 -3.582
H27 2.405 1.386 -4.198
H28 0.938 0.942 -5.085
H29 1.082 -1.396 4.007
H30 0.710 -2.882 3.092
H31 -0.649 -1.919 3.769
C16 -1.155 0.987 6.073
S1 -1.460 1.433 4.374
O1 -2.491 0.544 3.843
O2 -1.736 2.860 4.326
O3 -0.069 1.160 3.763
H32 -1.861 1.533 6.710
H33 -0.122 1.273 6.300
H34 -1.307 -0.091 6.189

Values from the calculation:
⟨S²⟩: 2.0112
Spin multiplicity: 3
Net charge: 0
LUMO energy (alpha / beta), Eh: 0.014 / 0.009
Energy relative to the best compared isomer or geometry (same formula, charge and spin), kcal/mol: 0.0
Frontier orbital gap (alpha / beta), eV: 5.00 / 7.66
Total energy, eV: -93735.39933

Results of the Mulliken charge analysis, in e, for atoms 1 through 2: number 1, P, carries 0.97; number 2, P, carries 1.20

=====

This record from the Open Molecules 2025 dataset describes a structure of composition C16H34OOsP2. The level of theory is ωB97M-V with the def2-TZVPD basis set.

Atoms and positions in Å:
P1 0.885 2.203 -1.029
P2 0.795 -1.188 2.828
C1 0.067 -0.281 0.237
C2 -0.423 -0.861 1.569
H1 0.584 -0.994 -0.428
H2 -0.773 0.176 -0.299
H3 -1.143 -0.160 2.012
H4 -0.940 -1.814 1.393
C3 2.105 -2.345 2.347
H5 2.492 -2.919 3.206
H6 2.968 -1.832 1.877
H7 1.701 -3.065 1.608
C4 0.101 -1.337 4.473
H8 -0.535 -2.241 4.489
H9 -0.523 -0.459 4.701
H10 0.876 -1.419 5.259
C5 1.588 2.371 -2.667
H11 2.153 3.311 -2.704
H12 0.750 2.357 -3.373
H13 2.251 1.505 -2.819
C6 -0.359 3.509 -0.711
H14 -0.463 3.625 0.393
H15 -1.308 3.149 -1.161
H16 -0.012 4.456 -1.172
Os1 1.280 1.170 0.777
C7 -2.401 -1.511 -0.578
C8 -1.336 -2.227 -0.983
C9 -0.930 -2.560 -2.374
C10 -1.188 -1.416 -3.376
C11 -0.871 -0.061 -2.818
C12 -1.782 0.798 -2.327
C13 -3.205 0.491 -1.943
C14 -3.477 -0.948 -1.428
C15 2.753 2.648 0.796
H17 -2.622 -1.440 0.483
H18 -0.749 -2.791 -0.263
H19 -1.452 -3.478 -2.674
H20 0.146 -2.809 -2.386
H21 -0.562 -1.584 -4.266
H22 -2.217 -1.456 -3.761
H23 0.155 0.283 -3.002
H24 -1.612 1.869 -2.466
H25 -3.872 0.696 -2.798
H26 -3.518 1.216 -1.174
H27 -4.385 -0.904 -0.807
H28 -3.729 -1.642 -2.241
H29 2.767 3.059 1.826
H30 2.728 3.459 0.038
H31 3.649 2.014 0.667
C16 2.771 0.291 3.445
O1 1.551 0.322 2.711
H32 2.580 0.600 4.482
H33 3.528 0.895 2.925
H34 3.165 -0.730 3.487

Values from the calculation:
⟨S²⟩: 6.0100
Spin multiplicity: 5
Net charge: +2
LUMO energy (alpha / beta), Eh: -0.227 / -0.301
Frontier orbital gap (alpha / beta), eV: 6.59 / 5.82
Total energy, eV: -40213.11132

Results of the Mulliken charge analysis, in e, for atoms 1 through 2: number 1, P, carries 0.66; number 2, P, carries 1.12

=====

This record from the Open Molecules 2025 dataset describes a structure of composition C16H35B2F3N5O21Tl. The level of theory is ωB97M-V with the def2-TZVPD basis set.

Atoms and positions in Å:
Tl1 -1.541 -0.279 -2.430
B1 -0.329 0.195 0.054
H1 -0.156 1.100 -0.639
H2 0.263 -0.693 -0.351
H3 0.026 0.478 1.106
H4 -1.438 -0.057 0.204
B2 -0.102 -2.721 -2.924
H5 0.221 -1.753 -3.478
H6 -1.057 -3.196 -3.331
H7 0.723 -3.508 -3.051
H8 -0.240 -2.512 -1.804
C1 -5.975 -0.777 -1.196
C2 -4.706 -0.145 -1.761
O1 -3.902 0.322 -0.906
O2 -4.470 -0.198 -2.972
H9 -6.664 0.009 -0.890
H10 -5.616 -1.388 -0.371
H11 -6.452 -1.330 -2.000
C3 -3.045 -2.654 3.161
C4 -3.880 -3.766 2.565
O3 -3.891 -3.369 1.177
C5 -2.772 -2.585 0.967
O4 -2.362 -2.328 -0.118
O5 -2.150 -2.336 2.122
F1 -5.108 -3.700 3.109
H12 -2.543 -2.949 4.080
H13 -3.754 -1.870 3.440
H14 -3.469 -4.762 2.734
C6 2.926 4.089 -2.710
C7 2.328 4.876 -3.872
O6 1.124 4.194 -4.056
C8 0.916 3.194 -3.138
O7 0.120 2.324 -3.226
O8 1.839 3.371 -2.182
F2 3.082 4.730 -4.993
H15 3.463 4.665 -1.958
H16 3.612 3.306 -3.041
H17 2.095 5.941 -3.819
C9 2.114 -1.010 2.529
C10 0.994 -1.835 3.133
O9 0.334 -0.927 4.016
C11 1.234 0.042 4.315
O10 1.169 0.762 5.264
O11 2.272 0.007 3.475
F3 1.546 -2.878 3.793
H18 1.937 -0.497 1.583
H19 3.047 -1.568 2.430
H20 0.353 -2.261 2.359
C12 3.352 -1.180 -3.475
N1 2.876 0.071 -2.877
O12 3.703 0.978 -2.878
O13 1.764 0.160 -2.432
H21 3.440 -1.081 -4.554
H22 2.716 -2.040 -3.274
H23 4.288 -1.411 -2.970
C13 3.221 1.447 0.320
N2 4.288 0.442 0.357
O14 5.234 0.807 1.029
O15 4.213 -0.663 -0.154
H24 3.515 2.113 -0.490
H25 3.103 1.989 1.253
H26 2.256 0.994 0.085
C14 1.988 -3.440 -0.145
N3 0.831 -4.394 -0.128
O16 -0.069 -4.180 0.658
O17 0.969 -5.402 -0.784
H27 1.651 -2.565 0.404
H28 2.399 -3.381 -1.145
H29 2.751 -3.883 0.497
C15 0.055 4.142 0.606
N4 0.514 4.165 2.039
O18 1.586 4.691 2.258
O19 -0.283 3.822 2.886
H30 -0.607 4.986 0.423
H31 -0.359 3.162 0.388
H32 0.964 4.387 0.062
C16 -2.535 1.665 2.188
N5 -4.040 1.568 2.366
O20 -4.720 2.416 1.827
O21 -4.461 0.681 3.076
H33 -2.192 2.636 2.535
H34 -2.539 1.738 1.099
H35 -1.990 0.804 2.554

Values from the calculation:
Net charge: 0
LUMO energy, Eh: -0.215
Frontier orbital gap, eV: 4.86
Total energy, eV: -81783.96446

Results of the Mulliken charge analysis, in e, for atoms 1 through 2: number 1, Tl, carries 0.87; number 2, B, carries 2.89

=====

This record from the Open Molecules 2025 dataset describes a cluster of 2 separate species, C16H35FN2O2P2S in total. The level of theory is ωB97M-V with the def2-TZVPD basis set.

Atoms and positions in Å:
C1 -3.713 -4.233 2.806
C2 -2.994 -3.163 1.759
C3 -1.835 -2.223 2.515
F1 -1.656 -1.038 1.649
C4 -0.489 -3.120 2.774
C5 0.341 -3.497 1.371
O1 1.035 -4.652 1.404
O2 0.324 -2.688 0.146
N1 0.419 -2.620 3.875
P1 -0.142 -3.091 5.504
S1 0.492 -4.934 5.797
P2 0.839 -0.907 3.750
C6 1.528 -0.391 2.054
C7 -0.491 0.273 4.429
H1 -3.312 -5.331 2.640
H2 -3.453 -3.957 3.935
H3 -4.881 -4.229 2.705
H4 -2.561 -3.731 0.818
H5 -3.879 -2.448 1.398
H6 -2.334 -1.928 3.558
H7 -0.887 -4.182 3.153
H8 -1.564 -2.933 5.712
H9 0.604 -2.262 6.460
H10 0.742 -0.268 1.196
H11 2.334 -1.216 1.747
H12 2.172 0.598 2.231
H13 -0.528 0.349 5.601
H14 -1.583 0.086 4.056
H15 -0.202 1.368 4.049
C8 -1.552 3.225 -4.363
C9 -0.547 4.195 -3.760
C10 0.901 3.935 -4.174
C11 1.498 2.537 -3.965
N2 1.729 2.073 -2.509
C12 0.460 1.656 -1.764
C13 0.192 0.248 -2.239
C14 1.568 -0.379 -2.242
C15 2.549 0.746 -2.550
C16 2.496 3.123 -1.720
H16 -1.298 2.184 -4.166
H17 -2.546 3.406 -3.942
H18 -1.616 3.359 -5.448
H19 -0.634 4.213 -2.670
H20 -0.819 5.208 -4.083
H21 1.541 4.692 -3.706
H22 0.965 4.142 -5.251
H23 2.491 2.545 -4.430
H24 0.913 1.765 -4.475
H25 0.685 1.667 -0.691
H26 -0.358 2.344 -1.961
H27 -0.236 0.242 -3.247
H28 -0.504 -0.282 -1.582
H29 1.640 -1.193 -2.970
H30 1.792 -0.803 -1.257
H31 3.011 0.639 -3.538
H32 3.335 0.796 -1.790
H33 1.858 4.001 -1.593
H34 3.409 3.370 -2.270
H35 2.747 2.711 -0.737

Values from the calculation:
Net charge: 0
LUMO energy, Eh: -0.019
Energy relative to the best compared isomer or geometry (same formula, charge and spin), kcal/mol: 122.1
Frontier orbital gap, eV: 6.26
Total energy, eV: -56358.20957

Results of the Mulliken charge analysis, in e, for atoms 1 through 2: number 1, C, carries -0.80; number 2, C, carries -0.61

=====

This record from the Open Molecules 2025 dataset describes a structure of composition C16H36F4KN4O8S4. The level of theory is ωB97M-V with the def2-TZVPD basis set.

Atoms and positions in Å:
K1 1.499 -1.100 0.579
C1 -5.897 -3.529 -2.726
C2 -4.563 -3.026 -2.145
C3 -3.949 -1.925 -3.030
N1 -2.635 -1.368 -2.501
C4 -2.830 -0.744 -1.124
C5 -2.031 -0.278 -3.383
C6 -0.834 -0.979 -3.995
C7 -0.305 -1.889 -2.912
C8 -1.623 -2.509 -2.443
H1 -5.909 -3.487 -3.814
H2 -6.710 -2.878 -2.395
H3 -6.154 -4.487 -2.281
H4 -3.866 -3.857 -2.034
H5 -4.781 -2.621 -1.158
H6 -4.716 -1.151 -2.964
H7 -3.783 -2.248 -4.054
H8 -3.405 0.160 -1.307
H9 -1.820 -0.614 -0.753
H10 -3.438 -1.407 -0.520
H11 -1.670 0.542 -2.765
H12 -2.695 0.141 -4.135
H13 -0.067 -0.315 -4.393
H14 -1.250 -1.510 -4.856
H15 0.165 -1.440 -2.032
H16 0.441 -2.534 -3.374
H17 -1.577 -2.947 -1.446
H18 -1.925 -3.365 -3.046
C9 -0.513 0.823 2.861
C10 0.570 1.831 2.425
C11 1.917 1.577 3.047
N2 3.000 2.576 2.660
C12 3.360 2.637 1.209
C13 4.245 2.386 3.509
C14 4.812 3.760 3.856
C15 3.844 4.830 3.276
C16 2.603 3.991 3.031
H19 -0.433 -0.222 2.537
H20 -1.501 1.158 2.553
H21 -0.534 0.712 3.949
H22 0.147 2.790 2.728
H23 0.618 1.862 1.334
H24 2.357 0.592 2.886
H25 1.827 1.693 4.128
H26 4.214 3.291 1.035
H27 2.564 3.011 0.567
H28 3.695 1.652 0.887
H29 4.878 1.681 2.972
H30 3.985 1.934 4.465
H31 5.826 3.909 3.490
H32 4.837 3.821 4.942
H33 4.256 5.110 2.308
H34 3.661 5.640 3.971
H35 1.941 4.381 2.255
H36 1.944 4.060 3.901
N3 1.519 0.974 -1.153
S1 0.839 2.249 -1.783
O1 0.270 2.122 -3.095
O2 1.385 3.520 -1.368
F1 -0.467 2.133 -0.833
S2 2.893 1.064 -2.096
O3 3.871 1.997 -1.623
O4 2.797 0.946 -3.525
F2 3.413 -0.421 -1.727
N4 -0.550 -2.927 1.126
S3 -1.954 -3.345 1.549
O5 -2.130 -3.766 2.897
O6 -2.803 -3.976 0.571
F3 -2.507 -1.816 1.591
S4 0.078 -4.486 1.032
O7 -0.394 -5.175 -0.139
O8 0.404 -5.204 2.235
F4 1.548 -4.011 0.566

Values from the calculation:
Net charge: +1
LUMO energy, Eh: -0.108
Energy relative to the best compared isomer or geometry (same formula, charge and spin), kcal/mol: 0.0
Frontier orbital gap, eV: 9.54
Total energy, eV: -110044.49843

Results of the Mulliken charge analysis, in e, for atoms 1 through 2: number 1, K, carries 1.13; number 2, C, carries -1.51

=====

This record from the Open Molecules 2025 dataset describes a cluster of 5 separate species, C16H36NO8S4 in total. The level of theory is ωB97M-V with the def2-TZVPD basis set.

Atoms and positions in Å:
N1 15.311 15.138 0.027
H1 14.636 15.798 -0.192
H2 16.072 15.351 -0.571
H3 14.777 14.386 -0.031
H4 15.785 15.395 0.837
C1 21.725 17.632 -0.362
C2 21.283 18.196 1.004
C3 19.728 18.100 1.132
S1 19.155 16.951 -0.111
O1 18.519 17.586 -1.206
O2 18.483 15.914 0.602
C4 20.733 16.397 -0.615
H5 22.607 17.098 -0.482
H6 21.423 18.198 -1.185
H7 21.834 19.128 1.204
H8 21.761 17.474 1.725
H9 19.562 19.090 1.114
H10 19.312 17.880 2.302
H11 20.717 16.110 -1.833
H12 21.011 15.549 -0.023
C5 16.449 19.218 4.119
C6 15.886 19.019 2.723
C7 14.714 18.219 2.864
S2 15.156 16.902 3.907
O3 15.652 15.837 2.961
O4 14.154 16.604 4.853
C8 16.529 17.720 4.654
H13 16.036 19.806 4.779
H14 17.413 19.684 4.023
H15 16.494 18.247 2.078
H16 15.687 19.925 2.166
H17 14.293 17.969 1.835
H18 13.928 18.665 3.553
H19 17.387 17.222 4.323
H20 16.382 17.913 5.790
C9 9.333 14.238 1.966
C10 9.995 14.010 3.332
C11 10.914 15.296 3.426
S3 11.267 15.849 1.821
O5 12.709 15.765 1.574
O6 10.571 17.069 1.558
C12 10.542 14.491 0.909
H21 8.717 14.890 1.850
H22 8.542 13.571 1.771
H23 10.515 13.295 3.465
H24 9.158 14.049 4.101
H25 11.841 14.932 3.835
H26 10.353 16.036 4.061
H27 11.477 13.910 0.988
H28 10.190 14.751 -0.226
C13 15.474 9.953 3.544
C14 15.935 11.375 3.925
C15 14.740 12.401 3.753
S4 14.079 11.874 2.234
O7 14.871 12.479 1.246
O8 12.728 12.020 2.328
C16 14.497 10.148 2.312
H29 15.107 9.484 4.489
H30 16.328 9.340 3.111
H31 16.940 11.483 3.361
H32 16.457 11.268 4.658
H33 14.929 13.569 3.864
H34 14.068 11.952 4.614
H35 14.755 9.944 1.252
H36 13.414 9.637 2.487

Values from the calculation:
Net charge: +1
LUMO energy, Eh: -0.078
Energy relative to the best compared isomer or geometry (same formula, charge and spin), kcal/mol: 106.0
Frontier orbital gap, eV: 10.35
Total energy, eV: -78370.38432

Results of the Mulliken charge analysis, in e, for atoms 1 through 2: number 1, N, carries -0.02; number 2, H, carries 0.36

=====

This record from the Open Molecules 2025 dataset describes a cluster of 11 separate species, C16H37BCl20N3O3 in total. The level of theory is ωB97M-V with the def2-TZVPD basis set.

Atoms and positions in Å:
C1 -4.676 -3.318 -8.189
C2 -3.238 -3.485 -7.563
O1 -2.511 -2.265 -7.396
C3 -3.068 -1.461 -6.344
C4 -1.989 -1.189 -5.202
N1 -1.084 -2.350 -5.039
C5 -1.380 -3.324 -4.226
N2 -0.425 -4.415 -4.094
N3 -2.528 -3.406 -3.414
B1 -2.256 -3.110 -1.992
O2 -1.022 -3.541 -1.398
O3 -3.157 -2.447 -1.120
C6 -3.114 -1.015 -1.348
H1 -5.193 -2.371 -7.888
H2 -4.641 -3.416 -9.298
H3 -5.310 -4.159 -7.791
H4 -3.321 -4.083 -6.606
H5 -2.652 -4.137 -8.268
H6 -3.947 -2.010 -5.924
H7 -3.381 -0.497 -6.831
H8 -1.354 -0.354 -5.607
H9 -2.483 -0.854 -4.263
H10 -0.210 -2.402 -5.560
H11 -0.025 -4.537 -5.026
H12 0.288 -4.084 -3.430
H13 -3.336 -2.913 -3.795
H14 -1.274 -4.248 -0.774
H15 -3.331 -0.827 -2.432
H16 -2.108 -0.618 -1.043
H17 -3.934 -0.570 -0.726
C7 0.712 -0.682 -1.292
Cl1 2.400 -1.096 -0.981
Cl2 0.392 -0.552 -3.031
H18 0.076 -1.459 -0.875
H19 0.489 0.273 -0.822
C8 0.570 -2.411 1.781
Cl3 0.334 -0.672 2.011
Cl4 0.501 -3.279 3.317
H20 -0.213 -2.788 1.128
H21 1.543 -2.576 1.325
C9 -2.572 2.595 -0.831
Cl5 -1.807 2.961 -2.380
Cl6 -1.582 1.477 0.115
H22 -2.693 3.515 -0.265
H23 -3.544 2.143 -1.015
C10 2.191 2.342 2.177
Cl7 0.507 2.882 2.254
Cl8 3.237 3.594 1.497
H24 2.533 2.109 3.183
H25 2.248 1.455 1.551
C11 2.228 4.371 -2.211
Cl9 0.733 5.294 -2.024
Cl10 1.988 2.664 -1.809
H26 2.559 4.444 -3.243
H27 2.983 4.786 -1.550
C12 -2.318 4.873 3.105
Cl11 -3.270 5.453 4.474
Cl12 -3.201 5.063 1.582
H28 -1.395 5.443 3.050
H29 -2.094 3.820 3.253
C13 -0.591 -7.741 -0.495
Cl13 0.429 -6.402 -1.035
Cl14 -2.219 -7.178 -0.098
H30 -0.656 -8.477 -1.291
H31 -0.146 -8.188 0.389
C14 5.423 3.861 4.722
Cl15 4.235 2.552 4.802
Cl16 7.030 3.300 5.192
H32 5.464 4.236 3.703
H33 5.116 4.656 5.397
C15 5.752 4.060 8.709
Cl17 6.804 5.378 8.180
Cl18 4.125 4.645 9.083
H34 5.686 3.322 7.913
H35 6.177 3.607 9.600
C16 4.032 3.931 12.737
Cl19 3.200 4.365 14.234
Cl20 5.767 3.720 13.004
H36 3.618 2.999 12.361
H37 3.882 4.722 12.008

Values from the calculation:
Net charge: +1
LUMO energy, Eh: -0.127
Frontier orbital gap, eV: 8.36
Total energy, eV: -278925.72257

Results of the Mulliken charge analysis, in e, for atoms 1 through 2: number 1, C, carries -0.97; number 2, C, carries -0.08